Below is 3 unconnected molecules or ions with the total composition C4H16N2O2 in a non-equilibrium geometry, with properties calculated with wB97M-V/def2-TZVPD.

Bonds (Å) are listed after each position.
Cartesian coordinates (Å):
1 C -1.2738 -0.1003 0.3712  C2 1.528, H7 1.084, H8 1.132, H9 1.084
2 C -0.9589 0.6108 -0.9446  C1 1.528, C3 1.534, N4 1.478, H10 1.139
3 C -2.1966 1.3022 -1.5292  C2 1.534, H11 1.103, H12 1.073, H13 1.071
4 N 0.0876 1.6012 -0.6137  C2 1.478, C5 1.460, H14 1.033
5 C 1.4921 1.2040 -0.6581  N4 1.460, N6 1.493, H15 1.270, H16 1.091
6 N 1.8923 0.4393 -1.8765  C5 1.493, H17 1.020, H18 0.983
7 H -1.9866 -0.8343 0.0147  C1 1.084
8 H -1.7243 0.5519 1.1794  C1 1.132
9 H -0.4011 -0.6578 0.6917  C1 1.084
10 H -0.6384 -0.0818 -1.7898  C2 1.139
11 H -3.1100 0.7228 -1.7453  C3 1.103
12 H -2.0197 1.7312 -2.4971  C3 1.073
13 H -2.4961 2.1329 -0.9223  C3 1.071
14 H -0.1272 2.5199 -1.0348  N4 1.033
15 H 1.4892 0.4619 0.3721  C5 1.270
16 H 2.0406 2.1182 -0.4239  C5 1.091
17 H 1.7300 -0.5455 -1.6654  N6 1.020
18 H 1.5690 0.8442 -2.7116  N6 0.983
19 H 0.9339 -2.5639 1.9840  O21 0.970
20 H 0.1058 -2.6060 0.6754  O21 1.015
21 O 0.5170 -3.2030 1.3856  H19 0.970, H20 1.015
22 H 0.0760 -0.2331 2.6332  O24 1.106
23 H -0.3174 -1.5330 3.1809  O24 0.984
24 O 0.5630 -1.0984 3.1212  H22 1.106, H23 0.984

Results
highest occupied orbital energy	-8.7710	eV
LUMO energy	0.612	eV
E_tot	-421.915012	a.u.
orbital gap	9.4	eV
2S+1	1
energy relative to the best compared isomer or geometry (same formula, charge and spin)	2.079	eV

Mulliken population analysis, charges in e, atoms 1 to 4: number 1, C, carries -0.62; number 2, C, carries 0.81; number 3, C, carries -1.76; number 4, N, carries -0.32